46
Properties=species:S:1:pos:R:3:nbo_charge:R:1 method="wB97M-V/def2-TZVPD" homo_ev=-8.18 largest_force_ev_per_a=16.35 de_lowest_kj_mol=1747.05
O -3.9269 -3.3453 -0.5941 -0.928
S -4.1306 -1.9092 -0.4426 2.247
O -4.9678 -1.2166 -1.4054 -0.898
N -4.4717 -1.4233 1.1247 -0.680
C -4.0553 -2.2105 2.0916 -0.230
H -3.6932 -1.8378 3.1146 0.244
H -2.8914 -2.8217 1.9116 0.218
C -5.1015 -3.3497 2.1015 -0.486
H -5.0028 -4.0525 1.2798 0.255
H -5.0952 -3.9470 3.1733 0.222
C -6.2180 -2.6556 1.9506 -0.371
H -7.0344 -2.9931 1.3604 0.226
H -6.8282 -2.0949 3.1064 0.157
C -5.8109 -1.3518 1.3302 -0.218
H -6.0038 -0.2851 1.9027 0.180
H -6.2122 -1.1041 0.5048 0.214
C -2.3855 -1.1147 -0.3711 -0.254
C -2.1029 0.1800 -0.2334 -0.219
C -0.9770 0.6318 -0.4595 -0.231
C 0.3011 -0.1935 -0.5371 0.143
C 0.0205 -1.4004 -0.8686 -0.240
C -1.0666 -2.1133 -0.7324 -0.171
H -1.3757 -3.1717 -0.9648 0.263
H 1.0001 -2.2234 -0.9090 0.172
N 1.4769 0.3680 -0.9555 -0.569
C 2.0402 1.4803 -0.2917 0.299
N 3.3719 1.7252 -0.4576 -0.524
H 3.8417 0.7498 -1.2535 0.290
C 4.3806 2.7384 -0.2327 -0.048
C 5.6066 2.2659 0.3356 -0.404
H 5.4973 1.4207 0.8507 0.227
H 6.0394 3.2370 0.7019 0.220
C 6.4667 1.8530 -0.9695 -0.395
H 7.4836 2.3538 -0.7631 0.209
H 6.5211 0.8816 -1.0428 0.183
C 5.8471 2.3953 -2.2888 -0.366
H 6.4440 3.2604 -2.8693 0.223
H 5.5380 1.6594 -2.6904 0.159
C 4.7135 3.4041 -1.6505 -0.384
H 4.0150 3.4320 -2.3548 0.209
H 5.0111 4.3659 -1.2164 0.211
H 3.9544 3.2750 0.4490 0.228
S 1.4332 2.8012 0.5616 -0.251
H 2.1920 -0.2546 -0.8908 0.378
H -0.6658 1.8161 -0.3088 0.260
H -3.1785 0.7751 -0.0965 0.229